# 1
113
Properties=species:S:1:pos:R:3:forces:R:3:lowdin_charge:R:1 method="wB97M-V/def2-TZVPD" gap_ev=7.649 multiplicity=1 largest_force_ev_per_a=10.95 e_tot_ev=-71304.292 relative_energy_ev=4.652 charge=0 homo_ev=-8.19
H 2.73060 1.63195 -0.79329 0.5 -1.0 1.3 0.051
H -0.63091 -6.28549 0.81840 -0.8 -1.0 1.0 0.096
H 0.72342 5.80907 -1.30136 -0.6 -0.8 -0.1 0.081
N -3.82840 -1.90794 3.50994 -2.0 -0.5 4.6 0.116
H -4.65735 -3.11701 -2.71990 -0.4 -0.5 -0.1 0.059
C -1.87299 2.88087 1.46378 3.0 -2.2 -3.5 -0.574
H -4.47625 1.72837 -1.57188 -0.6 0.7 -0.5 0.064
C -3.98446 -2.32977 -2.98637 1.3 1.6 0.8 -0.045
H -3.50936 1.00781 -0.38991 0.5 0.0 -0.5 0.082
H 0.45113 2.77120 4.73805 1.1 0.6 -1.1 0.050
C -0.56454 -0.54284 0.17064 0.4 0.0 -2.1 -0.256
H 4.38399 0.12403 3.90087 -1.6 0.9 -0.4 0.149
H -0.21013 -0.32131 1.11553 0.8 1.3 1.9 0.057
H -0.55310 -5.28621 -0.42491 -0.7 0.6 -2.5 0.061
N -0.24228 0.62716 3.61711 0.8 -0.6 -2.4 0.090
H 1.54619 -4.23025 -0.44292 0.3 0.7 -0.4 0.071
O -0.50373 -1.95942 0.14229 -0.1 -2.2 0.3 -0.144
H 0.56031 0.95447 2.97691 -1.1 -0.3 1.7 0.066
H 0.41616 3.46377 0.76624 0.5 0.1 0.0 0.071
O -0.95906 -1.72456 -4.26485 4.6 -5.1 1.6 -0.135
H -0.59729 -0.33235 3.45225 -0.4 0.6 0.1 0.044
N 1.84393 -3.47611 -1.07188 -4.4 -0.1 -1.9 0.164
O -2.43649 2.17704 -1.83079 -1.8 -1.2 0.0 -0.118
H -4.73522 -2.36921 3.18360 2.2 0.9 0.4 0.131
O 2.46737 2.13404 -1.53297 -0.1 0.6 -1.7 -0.087
H 1.07566 -5.46143 1.61766 0.8 -0.4 1.1 0.093
H -3.44490 -1.88526 -0.90899 -0.4 0.6 0.5 0.085
N -2.84403 3.74150 1.26745 -2.1 3.8 -2.3 0.162
C 2.85259 1.36631 3.20842 0.4 4.9 6.2 -0.588
C -0.46987 1.24730 -4.25508 1.5 -2.5 -1.8 -0.159
O -2.41768 -3.44988 -1.58291 0.7 -0.2 0.6 -0.110
H -1.87096 2.12400 -1.06294 1.0 0.6 0.4 -0.016
H 1.20265 -3.04847 -1.75975 0.1 -0.5 1.1 0.082
C 0.55939 5.10531 -2.14226 0.5 -1.7 -0.5 -0.097
H -0.60373 3.72095 2.93923 1.2 0.6 0.4 0.061
H -0.21265 -0.39401 -1.94794 0.6 0.5 0.6 0.088
H 2.96448 2.08071 -4.85669 0.1 0.7 0.9 0.094
H -4.53357 -1.40214 -3.19524 -0.1 -0.1 0.5 0.068
N 1.26150 3.74859 1.28878 0.9 0.2 -1.7 0.133
N 3.76663 -3.47219 -0.18574 6.7 0.2 3.6 0.129
H -0.19201 1.97327 -3.54490 -0.1 0.8 0.9 0.030
O 0.86439 -4.97082 0.84598 1.2 0.3 0.6 -0.123
N 3.52736 0.25358 3.32050 4.2 -2.0 1.9 0.175
H 2.41478 0.63254 -3.06066 -0.1 0.0 0.6 0.081
O 3.33975 -1.92719 -1.97050 -1.3 -4.3 4.8 -0.118
H 1.13558 -2.99843 2.51906 -0.5 1.8 -0.1 0.105
H -2.50408 3.00738 3.45438 1.7 -1.8 -2.5 0.195
H 4.02856 1.28910 -2.68619 -0.3 -0.1 0.3 0.114
O 2.17835 -1.46940 1.45370 0.3 -1.2 0.0 -0.138
H -1.18177 1.42041 -6.07201 -1.0 -1.1 -0.8 0.045
H 0.73491 3.10801 -2.20552 -0.8 0.9 1.0 0.029
C 0.03154 -2.66701 -3.91330 -4.3 6.9 -2.3 -0.607
C -3.50914 1.27853 -1.47278 0.4 0.7 1.0 -0.135
H 1.60578 2.29716 1.95187 0.4 -1.2 0.2 0.080
C -0.46763 -5.26425 0.60097 -0.1 -0.1 0.1 -0.099
H -1.38356 0.70484 -4.04151 0.1 0.0 0.6 0.065
N 1.27319 -2.54087 -4.24545 4.7 2.8 -3.6 0.158
N 0.22236 2.00487 5.30252 1.3 4.0 2.8 0.220
C 2.84030 2.59839 -3.86517 1.9 -0.6 0.2 -0.076
H 0.23466 1.03498 -0.92260 0.0 1.4 -0.5 0.031
H -2.76442 4.27484 0.36866 -0.5 -0.8 1.2 0.152
H 0.40723 0.44940 -4.32463 -1.7 1.4 0.3 0.089
C 1.68166 -2.00190 2.66003 -0.8 -2.3 0.7 -0.152
H 0.28071 -2.29163 0.64915 -0.7 0.9 -0.8 0.074
C 2.95727 1.53042 -2.73766 -0.2 0.9 -1.2 -0.284
N 1.92902 1.32794 2.28788 -2.7 1.3 -4.0 0.115
H 2.44336 -2.42541 3.29870 1.1 0.4 0.4 0.086
C -2.93153 -2.15684 -1.81147 -2.0 0.8 -2.4 -0.304
H 0.21526 2.17516 6.27553 -0.1 0.0 0.9 0.127
C 2.97832 -2.89820 -1.04469 2.1 4.5 -5.9 -0.665
H 2.13086 4.04103 0.80608 -1.2 -0.3 0.0 0.149
O -0.60629 1.88780 -5.51219 1.3 1.6 0.8 -0.099
O 2.90447 2.37798 4.12675 0.3 -4.4 -4.8 -0.084
H -1.13705 1.85409 3.11265 -0.8 -0.5 -0.7 0.044
O 0.06509 3.73656 -1.82494 1.7 1.2 -0.4 -0.174
H -1.10098 -4.53474 1.05730 -0.7 0.0 0.4 0.073
H 1.73688 0.57092 1.58804 1.3 0.9 1.0 0.118
O -1.43724 -1.71573 3.44436 -6.1 -2.6 -2.9 -0.126
H -3.44134 4.18244 2.04727 1.6 -1.2 -1.9 0.162
N -0.08586 -3.56800 -3.01484 -2.8 -4.3 3.4 0.127
H -3.75863 -1.86639 4.64967 0.0 0.1 -4.1 0.200
H 3.69569 3.29980 -3.63348 -1.0 -0.4 -0.8 0.091
H 1.30357 -0.33060 -0.93744 0.1 -0.3 -0.1 0.061
H 1.93117 3.17333 -3.92287 -0.5 0.0 0.2 0.039
H 0.18192 4.68010 4.19935 0.6 -0.7 -2.4 0.179
H -0.99121 -3.54739 -2.50415 0.4 -0.7 -0.5 0.083
H 2.76993 -2.20799 1.24027 0.4 0.8 -1.2 0.059
H -1.90794 -3.26900 -0.78606 0.6 -0.5 0.2 0.029
H 3.57300 -4.22868 0.51087 -0.1 1.1 -1.5 0.142
C -0.33808 0.96803 4.89436 -4.5 -9.5 3.2 -0.630
H -0.10854 5.44429 -2.89995 -0.9 0.9 -0.1 0.060
H 0.59404 -4.34618 -2.85021 -1.2 1.3 -0.7 0.145
H -1.78912 -2.60202 1.21395 -0.6 0.2 -0.2 0.056
C -2.65817 -2.08630 2.88222 4.9 1.9 3.2 -0.556
C 1.22880 4.40404 2.46252 8.3 4.5 -0.9 -0.692
H -3.54352 0.38296 -2.05863 0.4 -0.6 -0.4 0.037
H 2.04823 -3.09312 -3.84278 -0.9 0.8 -0.2 0.112
N -2.71046 -2.58509 1.67289 0.1 -1.3 -2.0 0.158
N -1.87948 2.47316 2.70196 -1.0 0.4 4.4 0.124
H -2.18367 -1.36708 -2.06576 -0.3 -0.9 0.1 0.093
O 2.27556 5.13988 2.76623 -3.9 -2.3 -0.8 -0.061
H 4.76924 -3.06862 -0.17174 -2.3 -1.1 0.1 0.174
H 1.58758 -1.66575 -4.77256 -0.8 -2.0 1.0 0.156
H 3.16103 -0.60585 3.01550 -0.2 -0.4 -0.9 0.028
H -3.46969 -2.47312 -3.92670 0.3 -0.6 -0.1 0.058
O -0.96768 2.43623 0.49332 -4.5 1.9 4.7 -0.132
H 1.21149 -1.22893 3.22858 -0.9 -0.1 0.2 0.066
O -0.99620 0.05562 5.71889 2.8 4.7 -3.0 -0.152
H -1.59121 -0.14783 0.11085 0.2 -0.7 0.0 0.107
H -3.54018 -3.02215 1.22246 1.1 0.7 0.8 0.142
C 0.26818 -0.01212 -1.01018 -1.1 -1.3 0.5 -0.030
N 0.26182 4.19505 3.24683 -5.5 0.1 5.3 0.164
H 1.50675 5.07183 -2.69713 0.1 -0.3 0.4 0.064

# 2
107
Properties=species:S:1:pos:R:3:forces:R:3:lowdin_charge:R:1 method="wB97M-V/def2-TZVPD" gap_ev=8.722 multiplicity=1 largest_force_ev_per_a=10.07 e_tot_ev=-62364.500 relative_energy_ev=0.082 charge=0 homo_ev=-8.97
N 4.34463 0.77560 2.87094 0.0 -1.5 5.3 0.181
H -0.54186 -1.45559 -3.66986 -0.1 -0.6 -0.2 0.034
H 0.25325 -0.27445 2.05719 -0.3 -0.5 0.5 0.084
H 0.70399 -0.52316 4.51852 0.7 0.1 -1.1 0.118
O 0.10375 3.50990 -0.42363 0.3 0.9 1.4 -0.096
H 5.58820 1.59041 0.21989 -0.8 -0.2 -0.4 0.146
C 3.01349 1.09150 -2.44231 0.8 -0.2 0.4 -0.279
H 0.47317 -0.31732 -6.09619 0.0 -0.8 0.5 0.104
H 0.61851 -2.01257 -5.43118 1.1 -1.0 -0.4 0.065
O 4.37348 4.09237 0.86276 -0.2 -0.6 -1.1 -0.143
H 4.05232 -1.62296 -0.60832 0.8 -0.4 -0.4 0.075
N 4.80623 1.37467 0.83738 0.1 0.5 -4.0 0.148
H -3.53133 1.87917 3.55869 0.5 0.7 -0.1 0.071
H 2.05099 1.36717 4.87703 0.5 0.1 1.0 0.081
H 1.63533 -0.42982 -2.90128 -0.8 -0.5 0.0 0.029
C 1.33210 1.20528 4.10624 -0.6 1.5 0.6 -0.185
H -3.17104 -2.08686 -1.55173 0.2 -0.2 0.1 0.067
C 2.59580 -0.13412 -3.24361 1.7 0.3 0.9 -0.064
H -3.79763 -0.77138 1.96206 0.5 0.8 0.3 0.097
H -2.69890 1.01012 -0.88773 0.4 1.0 0.7 0.057
H 0.36418 1.62307 4.37468 0.0 0.3 0.3 0.078
H -1.65407 4.55623 -0.17493 -0.1 0.3 0.9 0.069
H -2.72066 -2.20696 4.35205 0.0 -0.5 0.7 0.071
H 3.36844 0.69653 2.69058 -0.6 0.0 -0.2 0.064
H -1.79840 0.13644 -4.57625 0.8 0.0 0.1 0.040
N -3.33137 -3.00686 -1.15160 -1.0 1.3 -1.7 0.159
C -1.71913 2.28975 2.43771 -0.3 2.9 1.6 -0.366
H -1.66016 -1.16916 3.50607 0.4 0.1 -0.3 0.050
O 6.55948 1.17308 2.35492 -5.4 -0.7 -1.7 -0.086
H -3.24130 -0.46597 -0.12922 0.5 -0.2 -1.1 0.092
H -2.37807 3.01788 4.43148 -0.3 -0.4 -0.7 0.084
H -1.81140 3.35429 2.12700 -0.2 -0.5 -0.3 0.117
O 1.27563 -3.83642 3.59121 -0.5 -0.5 3.0 -0.135
O 1.20481 -0.11851 3.76928 -0.9 -2.4 0.7 -0.122
C -2.51398 -1.82178 3.37566 -0.2 0.5 0.0 -0.055
C -3.75625 -1.00039 3.03651 1.3 -0.5 -1.0 -0.335
C 5.26136 1.07083 2.01571 6.9 1.3 2.2 -0.682
H 1.91317 -3.20960 4.01365 -0.7 -0.8 -1.3 0.104
H 0.46184 -3.72869 -1.24629 -0.4 0.1 0.0 0.087
H 1.25713 -2.80642 1.94354 -0.5 -0.5 -1.1 0.066
N -0.23322 -0.21364 1.17130 0.9 0.1 2.5 0.181
H 4.77456 3.18355 0.78364 -0.6 1.7 0.4 0.029
H -4.06203 0.27364 -1.50892 -1.4 0.0 -0.2 0.089
H -2.29637 -2.66718 2.69940 -0.2 0.7 0.2 0.065
H 4.75865 0.56814 3.82552 -1.3 0.3 -1.7 0.174
H -1.65023 0.75355 1.44919 -0.1 -0.3 -0.4 0.016
O -1.57700 -2.70420 0.39477 -4.9 -4.1 -2.4 -0.112
N -3.52609 2.68705 -4.16115 -5.2 3.4 0.1 0.183
H -0.99930 4.42769 -1.75640 -0.3 0.8 -1.3 0.056
H 2.35397 -4.14192 1.94015 -0.2 -0.4 -0.5 0.079
H -4.45822 2.31799 -4.44458 1.4 0.6 0.3 0.151
H -4.21104 -3.44598 -1.40401 0.5 0.0 0.2 0.131
H -5.58391 -1.32765 3.33432 -1.9 1.0 0.1 0.058
H 2.72906 -2.72861 -0.07767 0.0 -0.9 -0.2 0.057
O -2.32407 1.43057 1.59479 -0.6 -1.3 -2.3 -0.085
C 0.41503 -2.97732 -2.03858 -0.7 1.2 1.4 -0.130
C 2.96536 3.89210 0.62162 0.1 -0.8 1.2 -0.160
C 0.51762 0.51721 0.33990 5.6 1.5 3.1 -0.545
C 1.32320 -3.87435 2.21175 2.5 2.4 -0.4 -0.194
H 2.37341 4.80815 0.63259 0.5 0.1 -0.1 0.083
H -3.65259 -5.29509 -0.23185 0.1 0.4 -0.2 0.121
O -0.37152 -0.72243 -4.27684 -0.4 0.7 -0.2 -0.172
H 2.55150 -1.03787 -0.04915 -0.9 0.9 -0.5 0.033
C 3.25688 -1.81773 0.08132 -0.1 0.6 1.7 -0.125
H -0.64138 2.18176 2.49452 0.3 -0.5 0.2 0.095
H 0.61410 -4.52457 1.73694 -0.6 -0.2 0.2 0.069
H -3.87239 -0.15438 3.69940 0.5 0.5 -0.2 0.092
H 0.29213 2.64388 -0.73206 0.2 -1.0 -0.4 -0.002
H 1.69172 1.76230 3.28531 0.2 0.5 -1.3 0.047
H 3.32406 0.71654 -1.44152 -0.3 0.7 -0.3 0.080
N 0.06361 0.54336 -0.84306 -1.1 0.2 -5.6 0.220
H -2.44968 -5.02338 0.98385 -0.3 -0.5 0.1 0.118
H 1.32706 -3.06351 -2.56468 0.7 0.0 -1.2 0.073
H -3.50615 3.55266 -3.64816 -0.1 0.2 -0.1 0.132
H -0.86141 -1.47193 -6.22939 0.3 0.1 0.7 0.090
H 3.32405 -0.96706 -3.17195 -0.4 0.4 0.3 0.095
H -0.89650 -0.94646 0.93475 0.4 -0.2 -0.5 0.080
C -2.61084 -3.45508 -0.13635 3.5 3.4 1.5 -0.538
H 0.61755 0.93672 -1.63482 -0.5 0.0 0.9 0.101
H 2.17877 2.85953 -2.20030 0.1 0.6 0.2 0.081
O 1.89662 1.97403 -2.39700 -0.2 -0.9 -0.2 -0.091
O -0.73959 -3.04737 -2.84976 0.5 -1.1 -1.3 -0.116
O -4.81620 -1.83719 3.25793 -0.7 -2.8 0.5 -0.053
O -2.34195 -0.51892 -2.06848 1.9 -3.4 0.2 -0.137
H -1.46121 -3.09040 -2.23887 -0.8 0.0 0.3 0.023
H 2.66025 3.28684 -0.24224 0.6 0.4 -0.3 0.039
C -3.10076 0.05228 -1.11190 -1.6 1.9 2.3 -0.179
H -2.43958 -0.04691 -2.87164 -0.1 0.9 -1.5 0.020
H -2.09069 1.31124 4.35469 -0.1 0.1 -0.4 0.063
C -2.52538 1.94135 -4.03808 9.8 -1.1 2.0 -0.571
H -1.82893 3.06898 -1.11394 0.2 -0.1 0.3 0.058
H 2.60679 0.17749 -4.24157 -0.6 0.1 -1.8 0.057
C -0.00558 -1.17615 -5.56612 -0.9 1.2 -0.7 -0.120
H 3.84387 1.65837 -2.90377 -0.1 -0.6 0.2 0.127
N -2.62922 0.71312 -4.57687 -1.0 -2.0 -0.8 0.128
O 1.70208 1.14855 0.73629 -5.2 -2.9 -1.4 -0.124
O 3.65038 -1.75296 1.47605 0.6 0.5 -1.0 -0.128
N -3.01828 -4.66759 0.23266 1.7 -0.7 2.3 0.182
H 3.80445 1.43101 0.56943 0.8 -0.3 0.2 0.089
H 2.61576 3.26111 1.44290 -0.5 0.2 0.1 0.053
H 0.29721 -1.96190 -1.63778 1.1 -0.4 0.7 0.068
C -2.47493 2.14929 3.73431 0.5 0.0 2.4 -0.092
H -3.43131 0.23914 -5.06718 0.9 1.6 0.9 0.155
O -1.26348 2.34533 -3.45921 -7.0 -2.2 -2.9 -0.125
H 4.07485 -0.87106 1.56704 -0.4 -1.1 0.2 0.033
H -0.77814 0.00267 -1.14846 1.1 0.7 0.5 0.106
C -1.16113 3.89828 -0.85866 -0.3 -0.5 -0.6 -0.170